The following is a quantum chemistry calculation of C9H18Cl2OSTi as an isolated structure, from the OMol25 dataset.

The expectation value of S² is 0.78. The HOMO energy (spin up / spin down) is -1.740 / -2.223 eV. Its largest force on an atom is 3.14 eV Å⁻¹. The gap between HOMO and LUMO (spin up / spin down) comes out at 4.220 / 4.700 eV. The LUMO energy (spin up / spin down) is 2.5 / 2.5 eV.

Geometry as ORCA input:
```
! RIJCOSX wB97M-V def2-TZVPD def2/J DEFGRID3
* xyz -1 2
C 0.341 0.745 -1.974
C -0.779 1.252 -1.471
H -0.863 0.616 -4.608
H -1.781 -1.595 3.125
S 0.186 -0.295 2.684
H -0.456 -1.916 4.309
H -1.982 0.558 3.296
H 1.273 1.409 -1.959
C -2.108 0.769 -1.905
H 1.260 -0.324 -3.651
O 0.052 -0.238 1.162
H 4.042 -1.688 -1.299
H -0.745 2.043 -0.730
H -0.914 -1.135 -4.612
H 4.427 0.059 -0.806
Cl 1.062 -2.407 -0.577
C -0.895 -0.268 -3.958
H -0.706 0.954 4.508
H -0.370 -2.613 2.656
H -0.784 1.874 2.971
H 0.306 -1.358 -2.596
C 0.341 -0.343 -3.050
H -2.780 1.601 -2.150
C 3.622 -0.733 -0.883
Ti 1.820 -0.267 -0.733
C -0.704 -1.761 3.253
C -0.948 0.897 3.438
Cl 2.312 1.605 0.500
H -2.362 -1.254 -2.698
H -3.035 -0.014 -3.732
C -2.164 -0.241 -3.095
H -2.564 0.243 -1.041
*
```